Entry 1:
Molecular formula: C2H7OPS
Method: DFT, wB97M-V/def2-TZVPD

The geometry in XYZ format:
```
12
Properties=species:S:1:pos:R:3:forces:R:3:mulliken_charge:R:1
P -1.155 -0.848 1.871 0.020 0.339 -0.805 -0.01
O -0.359 0.471 1.267 0.701 0.187 2.921 -0.30
C -0.149 0.933 0.033 -2.068 -4.248 -4.500 -0.42
C 0.933 -0.202 -0.942 -7.537 0.589 1.097 -0.61
S 0.911 0.402 -2.637 0.546 -0.162 -0.073 -0.21
H -0.036 -1.689 1.958 0.188 -0.466 0.019 0.03
H -1.010 -0.505 3.229 -0.051 0.204 0.083 0.04
H -1.195 1.047 -0.486 1.859 -0.478 0.153 0.28
H 0.293 1.843 -0.066 1.537 2.675 0.558 0.42
H 0.244 -1.152 -0.790 2.083 1.540 -0.552 0.25
H 1.781 -0.178 -0.367 2.425 -0.206 0.629 0.40
H -0.259 -0.122 -3.070 0.297 0.025 0.471 0.13
```
Forces are in eV/Å.

## Properties
**E_HOMO**: -8.581 eV
**Energy**: -895.0875 Ha
**Relative energy (zero: lowest compared OMol25 entry of this formula, charge and spin)**: 337.6 kJ/mol
**E_LUMO**: 0.80 eV
**Frontier orbital gap**: 0.345 hartree
**2S+1**: 1
**Structure (SMILES)**: POCCS

=====

Entry 2:
Molecular formula: C2H7OPS2
Method: DFT, wB97M-V/def2-TZVPD

The geometry in XYZ format:
```
13
Properties=species:S:1:pos:R:3:forces:R:3:mulliken_charge:R:1
O 3.863 0.566 1.333 1.562 2.097 -0.123 -0.44
P 2.290 0.270 1.243 0.221 -1.067 -0.821 0.33
S 2.666 -1.149 -0.349 -1.229 -0.082 0.444 -0.25
S 1.661 2.000 0.200 0.665 0.673 0.105 -0.21
H 4.224 1.096 0.569 -0.401 -0.833 1.100 0.31
H 1.665 -1.842 0.211 -0.001 -0.504 -0.451 0.15
H 0.517 1.431 -0.089 -0.805 -0.267 -0.251 0.07
C -3.071 -1.016 -0.504 -1.831 -0.934 0.501 -0.43
C -2.482 0.161 -0.543 0.629 1.120 -0.287 -0.08
H -2.759 -2.001 -0.021 0.069 1.635 -1.128 0.23
H -4.127 -0.955 -0.861 0.772 -0.609 0.537 0.19
H -3.013 1.092 -0.833 0.199 -0.969 -0.099 0.22
H -1.434 0.346 -0.356 0.150 -0.260 0.472 -0.09
```
Forces are in eV/Å.

## Properties
**E_HOMO**: -9.175 eV
**Energy**: -1293.3443 Ha
**Relative energy (zero: lowest compared OMol25 entry of this formula, charge and spin)**: 177.3 kJ/mol
**E_LUMO**: 0.34 eV
**Frontier orbital gap**: 0.350 hartree
**2S+1**: 1
**Structure (SMILES)**: OP(S)S.C=C

=====

Entry 3:
Molecular formula: C2H7OS
Method: DFT, wB97M-V/def2-TZVPD

The geometry in XYZ format:
```
11
Properties=species:S:1:pos:R:3:forces:R:3:mulliken_charge:R:1
O -1.353 -1.466 -1.652 -0.940 -0.236 -0.651 -0.76
H -1.022 -1.776 -0.801 0.253 0.164 -0.110 0.34
C 1.584 0.952 -0.396 0.710 1.475 0.341 -0.69
S 0.867 -0.594 0.059 -0.875 0.459 2.018 -0.26
C -0.401 0.104 1.332 0.511 -1.305 -1.034 -0.88
H 2.159 1.071 -1.314 -0.304 -0.582 -0.094 0.09
H 0.964 1.821 -0.168 -0.229 -0.235 -0.278 -0.01
H -0.782 -0.700 -1.797 0.120 -0.100 0.188 0.31
H -1.364 0.198 0.818 0.232 0.522 -0.053 0.25
H -0.591 -0.636 2.112 0.330 -0.152 0.029 0.30
H -0.061 1.026 1.806 0.194 -0.009 -0.355 0.30
```
Forces are in eV/Å.

## Properties
**E_HOMO**: -0.488 eV
**Energy**: -553.7473 Ha
**Relative energy (zero: lowest compared OMol25 entry of this formula, charge and spin)**: 306.3 kJ/mol
**E_LUMO**: 3.98 eV
**Frontier orbital gap**: 0.164 hartree
**2S+1**: 1
**Charge**: -1

=====

Entry 4:
Molecular formula: C2H7PS2
Method: DFT, wB97M-V/def2-TZVPD

The geometry in XYZ format:
```
12
Properties=species:S:1:pos:R:3:forces:R:3:mulliken_charge:R:1
C 0.445 -1.058 2.028 -1.089 3.840 -1.211 -0.75
S 0.006 -1.512 0.355 -0.343 0.728 -0.932 -0.17
P 0.467 0.354 -0.669 -1.519 0.053 0.626 0.41
C -0.990 0.817 -1.714 -0.551 -0.734 1.084 -1.02
S 1.142 1.710 0.543 0.017 0.111 -0.536 -0.43
H 1.445 -1.213 2.132 2.842 -0.790 0.518 0.33
H -0.112 -1.675 2.662 -1.026 -0.397 1.191 0.31
H 0.386 0.143 2.122 -0.549 -2.824 0.191 0.20
H 1.273 -0.191 -1.593 1.233 -0.311 -1.018 0.08
H -1.482 -0.057 -2.128 -0.326 -0.798 0.909 0.36
H -1.661 1.401 -1.074 -0.018 -0.284 -0.199 0.26
H -0.920 1.282 -2.663 1.329 1.406 -0.625 0.41
```
Forces are in eV/Å.

## Properties
**E_HOMO**: -8.989 eV
**Energy**: -1218.1187 Ha
**Relative energy (zero: lowest compared OMol25 entry of this formula, charge and spin)**: 42.9 kJ/mol
**E_LUMO**: 0.71 eV
**Frontier orbital gap**: 0.356 hartree
**2S+1**: 1
**Structure (SMILES)**: CS[P@@H](C)=S

=====

Entry 5:
Molecular formula: C2H7PSi
Method: DFT, wB97M-V/def2-TZVPD

The geometry in XYZ format:
```
11
Properties=species:S:1:pos:R:3:forces:R:3:mulliken_charge:R:1
H 1.670 -0.219 3.192 1.305 0.744 -0.004 -0.01
P 0.635 -0.873 2.593 -0.902 -0.153 -5.209 0.00
C 0.933 -0.570 0.690 -2.278 -1.975 6.643 -0.58
C -0.107 -0.935 -0.253 -0.934 -1.054 -1.662 -0.47
Si -0.829 0.820 -0.617 0.025 -1.137 -0.590 0.47
H 1.784 -0.048 0.437 1.726 1.038 -0.889 0.43
H -0.934 -1.653 0.114 1.463 1.216 -0.351 0.30
H 0.303 -1.317 -1.235 -0.282 0.225 0.962 0.25
H -1.930 0.833 0.292 -0.241 0.782 1.281 -0.10
H -1.478 1.290 -1.809 -0.769 -0.572 -1.200 -0.17
H 0.340 1.587 -0.943 0.887 0.884 1.019 -0.11
```
Forces are in eV/Å.

## Properties
**E_HOMO (alpha / beta)**: -8.276 / -8.277 eV
**Energy**: -711.1046 Ha
**Relative energy (zero: lowest compared OMol25 entry of this formula, charge and spin)**: 112.1 kJ/mol
**E_LUMO (alpha / beta)**: -0.48 / -0.48 eV
**Frontier orbital gap (alpha / beta)**: 0.287 / 0.287 hartree
**2S+1**: 1
**Structure (SMILES)**: [H]/P=C/C[SiH3]

=====

Entry 6:
Molecular formula: C2H7S
Method: DFT, wB97M-V/def2-TZVPD

The geometry in XYZ format:
```
10
Properties=species:S:1:pos:R:3:forces:R:3:mulliken_charge:R:1
C 3.713 -4.608 2.798 1.027 0.202 -0.203 -0.93
H 3.604 -4.277 1.767 -0.425 -0.451 -0.035 0.23
H 4.283 -5.529 2.882 0.538 0.178 -0.285 0.23
H 2.825 -4.851 3.318 -1.342 0.236 0.155 0.24
H 4.204 -3.772 3.287 0.202 -0.165 0.368 0.23
C -3.827 4.609 -2.775 0.185 -1.920 -2.051 -0.83
S -2.103 4.744 -2.148 -0.485 0.090 -0.398 -0.75
H -4.287 3.625 -2.433 -0.084 1.706 0.113 0.17
H -4.384 5.515 -2.794 -0.977 0.843 1.805 0.23
H -4.028 4.546 -3.904 1.360 -0.719 0.532 0.18
```
Forces are in eV/Å.

## Properties
**E_HOMO**: -1.914 eV
**Energy**: -478.5677 Ha
**Relative energy (zero: lowest compared OMol25 entry of this formula, charge and spin)**: 108.7 kJ/mol
**E_LUMO**: 2.51 eV
**Frontier orbital gap**: 0.163 hartree
**2S+1**: 1
**Charge**: -1

=====

Entry 7:
Molecular formula: C2H7S3
Method: DFT, wB97M-V/def2-TZVPD

The geometry in XYZ format:
```
12
Properties=species:S:1:pos:R:3:forces:R:3:mulliken_charge:R:1
C -0.392 -1.778 -1.804 0.389 0.051 -2.545 -0.73
S -0.996 -2.755 -0.474 -0.865 -0.571 0.826 -0.25
H -0.645 -2.236 -2.807 0.292 -0.455 1.139 0.26
H 0.725 -1.814 -1.758 -0.961 1.050 -0.181 0.24
H -0.945 -0.836 -2.013 1.025 -0.006 1.062 0.29
C 0.878 2.423 1.150 -0.998 0.635 0.221 -0.67
S -0.653 1.412 1.455 -1.105 1.077 -0.634 -0.18
S -0.440 -0.332 2.491 0.686 -0.172 0.153 -0.65
H 1.630 1.708 1.469 0.699 0.594 -0.014 0.22
H 0.879 2.602 0.049 0.351 -0.151 0.790 0.19
H 0.843 3.462 1.683 0.317 -2.071 -0.638 0.19
H -0.883 -1.856 0.558 0.168 0.020 -0.178 0.09
```
Forces are in eV/Å.

## Properties
**E_HOMO**: -2.276 eV
**Energy**: -1274.9738 Ha
**Relative energy (zero: lowest compared OMol25 entry of this formula, charge and spin)**: 98.6 kJ/mol
**E_LUMO**: 3.49 eV
**Frontier orbital gap**: 0.212 hartree
**2S+1**: 1
**Charge**: -1

=====

Entry 8:
Molecular formula: C2H8
Method: DFT, wB97M-V/def2-TZVPD

The geometry in XYZ format:
```
10
Properties=species:S:1:pos:R:3:forces:R:3:mulliken_charge:R:1
C -3.954 -3.097 2.840 -0.001 0.000 0.004 -0.86
H -3.551 -2.383 2.106 -0.149 -0.265 0.271 0.21
H -3.684 -4.121 2.543 -0.100 0.380 0.108 0.21
H -5.050 -3.003 2.879 0.405 -0.035 -0.017 0.21
H -3.532 -2.880 3.832 -0.155 -0.080 -0.367 0.21
C 3.954 3.097 -2.840 -0.003 0.002 0.003 -0.86
H 4.789 3.434 -3.472 -0.309 -0.126 0.234 0.21
H 4.019 2.008 -2.697 -0.023 0.403 -0.055 0.21
H 3.001 3.347 -3.328 0.353 -0.093 0.179 0.21
H 4.008 3.599 -1.863 -0.019 -0.185 -0.361 0.21
```
Forces are in eV/Å.

## Properties
**E_HOMO**: -13.354 eV
**Energy**: -80.9814 Ha
**Relative energy (zero: lowest compared OMol25 entry of this formula, charge and spin)**: 1.6 kJ/mol
**E_LUMO**: 1.33 eV
**Frontier orbital gap**: 0.540 hartree
**2S+1**: 1
**Structure (SMILES)**: C.C

=====

Entry 9:
Molecular formula: C2H8BrCdF6NO8S2
Method: DFT, wB97M-V/def2-TZVPD

The geometry in XYZ format:
```
29
Properties=species:S:1:pos:R:3:forces:R:3:mulliken_charge:R:1
Cd 22.255 10.869 26.402 -1.662 0.551 0.458 1.39
C 25.780 8.555 25.939 0.104 0.171 -0.036 0.67
F 26.442 9.589 25.397 0.127 -0.088 -0.078 -0.24
F 25.037 8.013 24.976 0.063 0.030 0.120 -0.21
F 26.650 7.673 26.394 -0.105 0.073 -0.149 -0.23
S 24.755 9.228 27.355 -0.092 1.057 0.219 1.12
O 25.071 8.476 28.502 0.332 -1.006 0.834 -0.61
O 25.057 10.630 27.453 -0.226 0.151 -0.832 -0.69
N 23.211 9.045 26.865 1.410 -1.753 0.559 -0.31
S 22.727 7.522 27.308 0.719 -0.695 -0.005 0.87
O 23.784 6.572 27.089 -0.339 0.383 -0.133 -0.61
O 22.006 7.511 28.524 -0.460 0.196 0.258 -0.57
C 21.562 7.096 25.977 -0.509 -0.092 -0.341 0.61
F 21.269 5.797 26.103 0.039 0.704 -0.193 -0.21
F 20.442 7.822 26.023 0.274 -0.269 -0.087 -0.22
F 22.144 7.309 24.777 -0.256 -0.133 0.151 -0.23
Br 19.806 10.821 27.632 0.547 0.127 -0.314 -0.66
O 22.847 11.994 28.212 0.273 1.004 0.692 -0.48
H 23.671 12.030 28.712 0.095 -0.163 -0.201 0.25
H 22.215 12.593 28.627 -0.163 -0.347 0.152 0.26
O 24.034 11.647 24.924 -0.156 -0.153 -0.520 -0.52
H 24.790 12.241 24.909 0.045 -0.053 0.275 0.25
H 24.212 10.974 24.257 0.065 0.030 0.015 0.28
O 21.423 10.277 24.378 0.019 -0.271 -0.899 -0.48
H 21.059 10.849 23.696 -0.081 0.038 0.080 0.23
H 21.210 9.373 24.116 -0.023 -0.023 0.160 0.23
O 21.534 12.979 25.682 0.128 0.724 -0.207 -0.38
H 21.481 13.637 26.383 -0.147 -0.101 0.062 0.25
H 21.163 13.408 24.905 -0.021 -0.092 -0.040 0.24
```
Forces are in eV/Å.

## Properties
**E_HOMO**: -8.570 eV
**Energy**: -4875.0356 Ha
**Relative energy (zero: lowest compared OMol25 entry of this formula, charge and spin)**: 9.3 kJ/mol
**E_LUMO**: -0.71 eV
**Frontier orbital gap**: 0.289 hartree
**2S+1**: 1

=====

Entry 10:
Molecular formula: C2H8CdFOP
Method: DFT, wB97M-V/def2-TZVPD

The geometry in XYZ format:
```
14
Properties=species:S:1:pos:R:3:forces:R:3:mulliken_charge:R:1
C 1.711 0.258 -0.154 -1.114 -0.515 0.553 -0.81
C 0.792 -0.980 0.163 1.975 0.069 0.296 -0.44
O -0.220 -0.643 1.116 -1.128 0.510 -2.302 -0.37
P -1.597 0.027 0.419 -0.813 -0.148 4.405 0.46
F -2.874 0.788 -0.375 1.018 0.101 -0.781 -0.32
H 1.543 1.062 0.574 0.048 -0.183 -0.014 0.40
H 1.563 0.647 -1.185 0.282 0.042 -0.215 0.10
H 2.755 -0.051 -0.040 -0.014 0.319 -0.506 0.33
H 0.410 -1.463 -0.751 -0.174 0.124 0.243 0.47
H 1.433 -1.726 0.643 -0.287 0.035 -0.046 0.33
H -0.906 0.080 -0.869 0.480 -0.020 -0.917 0.07
H -1.450 1.187 1.246 -0.243 -0.343 -0.494 0.20
H -2.437 -1.021 0.867 0.084 0.326 -0.474 0.18
Cd -0.723 1.837 -1.655 -0.116 -0.315 0.252 1.37
```
Forces are in eV/Å.

## Properties
**E_HOMO**: -19.184 eV
**Energy**: -764.3329 Ha
**Relative energy (zero: lowest compared OMol25 entry of this formula, charge and spin)**: 77.3 kJ/mol
**E_LUMO**: -14.10 eV
**Frontier orbital gap**: 0.187 hartree
**2S+1**: 1
**Charge**: +2